Density functional theory data (ωB97M-V/def2-TZVPD) for a cluster of 8 separate species, C54H83N15O3 in total at a distorted geometry.

Last column: Löwdin charge in e.
Cartesian coordinates (Å):
N1 0.02646 -0.30237 0.52854  -0.663
O1 1.06305 -0.84744 0.85164  -0.048
O2 -0.23112 -0.07073 -0.64469  -0.041
O3 -0.80149 -0.10210 1.36925  -0.018
C1 5.95806 1.22521 -1.80640  0.071
N2 4.89025 0.23533 -2.19801  -0.059
C2 4.77801 -0.08477 -3.49553  0.040
C3 3.84634 -1.04236 -3.90771  0.064
C4 2.90753 -1.59696 -3.00631  -0.095
C5 3.13925 -1.21512 -1.67676  0.044
C6 4.02813 -0.24091 -1.33245  -0.021
C7 1.82870 -2.50528 -3.48278  -0.083
C8 0.57037 -2.56746 -2.85339  0.029
C9 -0.46933 -3.22204 -3.46900  -0.003
N3 -0.33019 -3.86859 -4.65847  -0.047
C10 0.89702 -3.83416 -5.30955  0.048
C11 1.99370 -3.23268 -4.71716  0.061
C12 -1.44357 -4.75928 -5.12509  0.064
H1 6.53580 0.96453 -0.91962  0.123
H2 5.56034 2.23622 -1.71813  0.102
H3 6.67726 1.26417 -2.62453  0.115
H4 5.43106 0.50294 -4.12365  0.151
H5 3.61420 -1.14468 -4.95748  0.105
H6 2.51705 -1.58418 -0.87485  0.105
H7 4.08613 0.14239 -0.32442  0.151
H8 0.33030 -2.11477 -1.90269  0.104
H9 -1.45895 -3.27250 -3.03948  0.138
H10 0.93692 -4.25488 -6.30343  0.166
H11 2.95583 -3.28550 -5.20494  0.144
H12 -2.13100 -4.10960 -5.66679  0.116
H13 -2.02053 -5.20043 -4.31232  0.116
H14 -1.11428 -5.49479 -5.85905  0.126
C13 6.51912 1.28180 6.81873  0.073
N4 5.11969 1.41518 6.22282  -0.034
C14 4.08452 1.31055 7.12558  0.055
C15 2.79808 1.35378 6.67091  0.065
C16 2.50283 1.46756 5.30619  -0.164
C17 3.56159 1.47324 4.45848  0.020
C18 4.90981 1.46260 4.85864  0.074
C19 1.12463 1.34052 4.87600  -0.153
C20 0.42837 0.16491 5.12122  0.085
C21 -0.92980 0.06709 4.75748  0.031
N5 -1.48603 1.13448 4.18346  -0.060
C22 -0.84584 2.28776 3.94204  0.021
C23 0.48383 2.39587 4.27757  0.041
C24 -2.93917 1.01474 3.75245  0.065
H15 6.73944 2.04926 7.56073  0.126
H16 7.27057 1.43986 6.04514  0.109
H17 6.58659 0.30350 7.29462  0.122
H18 4.30069 1.13519 8.16909  0.172
H19 2.04702 1.34513 7.44694  0.155
H20 3.34522 1.52448 3.40162  0.112
H21 5.76084 1.53719 4.19789  0.151
H22 0.96607 -0.63816 5.60327  0.136
H23 -1.49145 -0.84767 4.87646  0.132
H24 -1.40582 3.09992 3.50250  0.162
H25 1.06450 3.26211 3.99678  0.142
H26 -3.51919 1.71088 4.35833  0.127
H27 -3.28418 0.06563 4.16265  0.102
H28 -2.92938 1.11870 2.66746  0.072
C25 3.55199 -2.55993 2.38215  -0.082
C26 3.12471 -3.22635 3.67470  -0.143
N6 1.64112 -3.34496 3.88557  -0.020
C27 0.63135 -3.00379 2.97383  0.005
C28 -0.59740 -3.32772 3.59137  -0.012
N7 -0.28885 -3.80986 4.86719  -0.101
C29 1.07899 -3.99330 4.96888  0.075
C30 -1.29286 -4.28922 5.81153  0.019
H29 3.41495 -1.48391 2.27487  0.060
H30 3.02357 -3.05874 1.56971  0.076
H31 4.60987 -2.81745 2.43393  0.101
H32 3.47195 -2.54326 4.44988  0.124
H33 3.65629 -4.17784 3.68908  0.149
H34 0.78591 -2.71474 1.94477  0.093
H35 -1.64795 -3.42992 3.36262  0.121
H36 1.53745 -4.41660 5.85037  0.180
H37 -1.96567 -3.45977 6.02938  0.100
H38 -0.88459 -4.64556 6.75727  0.120
H39 -1.83974 -5.17464 5.48741  0.120
C31 -2.51925 2.77056 -0.76067  -0.033
C32 -3.21928 1.36855 -0.56379  -0.162
N8 -4.67553 1.30891 -0.49542  -0.057
C33 -5.51807 1.45830 -1.60143  0.020
C34 -6.78145 1.44894 -1.11994  0.011
N9 -6.76944 1.32921 0.26427  -0.062
C35 -5.42235 1.27406 0.60372  0.005
C36 -7.90351 1.33840 1.15692  0.037
H40 -2.84544 3.53397 -0.05434  0.083
H41 -2.66057 3.18981 -1.75684  0.080
H42 -1.43058 2.76706 -0.70690  0.044
H43 -2.88489 0.94715 0.38422  0.078
H44 -2.81762 0.75810 -1.37257  0.108
H45 -5.11257 1.60984 -2.59087  0.146
H46 -7.75319 1.44559 -1.59122  0.159
H47 -5.06372 1.41587 1.61252  0.149
H48 -8.50510 2.23722 1.02155  0.130
H49 -7.57971 1.27144 2.19556  0.112
H50 -8.46504 0.44027 0.89973  0.100
C37 0.86884 1.50833 -3.23603  -0.074
C38 0.20270 0.72528 -4.29480  -0.180
N10 1.04971 0.40821 -5.42550  -0.023
C39 0.84681 -0.63488 -6.30338  0.010
C40 1.95035 -0.66654 -7.14328  0.026
N11 2.78711 0.38452 -6.83671  -0.099
C41 2.19595 1.12180 -5.84827  0.038
C42 3.96913 0.89330 -7.48625  0.053
H51 0.18804 1.86645 -2.46379  0.072
H52 1.36725 2.38471 -3.65034  0.066
H53 1.66793 0.98865 -2.70737  0.064
H54 -0.74849 1.16365 -4.59674  0.148
H55 -0.19089 -0.19139 -3.85558  0.107
H56 0.02585 -1.29474 -6.06466  0.134
H57 2.17691 -1.39022 -7.91226  0.158
H58 2.50471 2.09496 -5.49609  0.159
H59 3.87421 1.96865 -7.63699  0.127
H60 4.06481 0.35555 -8.42953  0.133
H61 4.77083 0.68931 -6.77649  0.101
C43 1.26297 2.65624 1.06652  -0.070
C44 2.45278 3.59881 0.95401  -0.161
N12 2.18472 4.66545 0.01859  -0.071
C45 1.68922 5.93006 0.30664  0.038
C46 1.63746 6.64778 -0.88250  0.075
N13 2.25215 5.87339 -1.88211  -0.060
C47 2.58325 4.63485 -1.29535  0.032
C48 2.29689 6.04239 -3.28848  -0.009
H62 1.38374 1.95997 1.89642  0.051
H63 1.00645 2.12932 0.14747  0.065
H64 0.40128 3.20518 1.44633  0.076
H65 3.21188 2.97145 0.48680  0.116
H66 2.67933 4.02365 1.93191  0.138
H67 1.40101 6.17071 1.31928  0.147
H68 1.18257 7.57776 -1.19009  0.160
H69 2.90148 3.70636 -1.74593  0.139
H70 2.49190 5.11096 -3.81999  0.088
H71 3.02917 6.77741 -3.62256  0.127
H72 1.40082 6.44119 -3.76401  0.122
C49 -8.26148 -1.90737 -1.65090  -0.030
C50 -7.63272 -3.17982 -1.03631  -0.181
N14 -6.46979 -2.98054 -0.27219  -0.042
C51 -6.28044 -3.28000 1.11675  0.102
C52 -4.93078 -2.91192 1.38118  -0.040
N15 -4.26190 -2.65996 0.25420  -0.091
C53 -5.20069 -2.67026 -0.79552  0.054
C54 -2.79315 -2.49319 0.06247  0.013
H73 -8.57340 -1.32655 -0.78288  0.065
H74 -9.20534 -1.94961 -2.19446  0.109
H75 -7.56084 -1.45808 -2.35468  0.069
H76 -7.38694 -3.91540 -1.80221  0.147
H77 -8.37460 -3.63383 -0.37935  0.149
H78 -7.05547 -3.67216 1.75857  0.150
H79 -4.30004 -2.94233 2.25733  0.124
H80 -5.03141 -2.45748 -1.84073  0.155
H81 -2.28960 -2.08574 0.93912  0.073
H82 -2.59182 -1.89057 -0.82320  0.076
H83 -2.25807 -3.41267 -0.17494  0.100

Force components x, y, z for each atom (eV/Å):
N -0.1 -1.1 -0.8
O 2.9 -0.8 0.1
O 0.0 0.6 -2.4
O -2.8 1.3 2.9
C 0.3 0.3 -0.7
N 1.2 1.4 -0.7
C -0.3 -0.8 -0.1
C -1.1 1.0 0.0
C 2.1 0.2 0.4
C -1.9 -0.6 0.0
C 0.0 -0.6 1.3
C -0.3 -0.7 -1.1
C 0.4 0.1 -0.4
C 0.1 -0.9 -1.0
N 1.5 -0.2 0.4
C -1.1 -0.1 1.1
C -0.8 1.0 1.3
C -0.6 0.9 -1.1
H -0.5 -0.4 0.1
H -0.3 -0.2 0.1
H 0.0 -0.1 0.0
H 0.1 -0.5 -0.5
H 0.6 -0.2 -0.2
H -0.2 0.0 0.1
H 0.1 -0.2 0.1
H 0.3 0.4 0.1
H 0.0 -0.1 0.1
H 0.0 -0.5 0.1
H 0.0 0.0 -0.1
H -0.1 0.0 -0.1
H 0.6 -0.1 0.2
H 0.3 -0.1 0.4
C 0.0 0.3 -0.4
N 0.5 -0.6 0.0
C 1.0 0.1 -1.7
C -0.5 0.3 0.4
C 0.9 -0.9 2.1
C 1.7 0.4 -1.8
C -1.5 0.3 2.8
C -0.8 -0.3 0.0
C -0.9 -0.1 0.0
C 2.4 0.4 0.2
N -1.9 -0.3 -0.3
C 0.5 -0.2 0.2
C -0.3 0.5 -0.8
C 1.0 -0.1 1.3
H -0.6 0.1 0.1
H -0.2 -0.4 -0.1
H 0.1 0.0 -0.2
H 0.4 0.3 0.1
H -0.4 -0.1 -0.1
H 0.2 -0.1 -0.2
H 0.1 -0.1 0.1
H -0.3 -0.3 0.0
H -0.2 0.2 0.0
H -0.1 -0.1 0.0
H -0.3 0.3 0.3
H 0.0 0.6 -0.6
H 0.0 -0.2 -0.7
H -0.4 -0.1 0.3
C -0.3 -0.7 0.0
C -0.4 1.3 0.2
N -0.8 -1.8 0.3
C -1.9 -1.2 1.6
C 2.4 0.0 1.0
N 2.5 -1.4 -1.0
C -2.3 2.6 -1.3
C -0.5 -0.4 0.8
H -0.2 0.0 0.4
H 0.5 0.0 -0.4
H 0.1 0.3 -0.9
H 0.1 -0.6 0.5
H -0.6 -0.2 0.5
H 0.3 0.3 0.4
H 0.2 0.5 -0.7
H 0.4 0.1 -0.1
H -0.1 -0.2 0.0
H 0.5 0.4 -0.1
H 0.0 0.2 -0.7
C -0.8 0.1 -0.2
C 1.6 1.0 0.5
N -0.6 1.0 -1.1
C 0.3 -0.1 0.7
C -1.3 -0.3 0.6
N 4.5 0.4 -1.0
C -2.3 0.5 0.0
C -0.6 -0.5 0.3
H -0.2 -0.1 0.1
H -0.6 -0.1 -0.1
H 0.0 -0.9 0.4
H 0.3 -0.1 -0.2
H -0.5 -0.4 0.1
H -0.2 -0.2 0.1
H 0.2 0.3 -0.4
H 0.0 -0.4 -0.1
H 0.0 -0.1 -0.1
H 0.1 0.0 -0.2
H -0.4 0.2 0.3
C 1.2 1.3 0.8
C -1.6 -0.6 0.3
N 2.4 1.7 -1.7
C 1.7 0.5 0.7
C -0.7 -0.4 0.2
N -3.4 1.6 1.9
C -1.8 -3.0 0.0
C 0.7 -0.4 -0.4
H -0.2 -0.2 -0.2
H -0.2 0.3 -0.1
H -0.1 -0.5 -0.1
H 0.3 0.7 -0.5
H 0.5 -0.5 -0.1
H 0.1 -0.1 -0.7
H 0.1 0.2 -0.1
H 0.1 -0.3 0.0
H 0.0 -0.2 -0.2
H 0.5 0.3 0.1
H 0.4 0.0 -0.6
C -0.8 0.4 1.0
C -0.8 -1.2 -0.4
N 1.2 1.8 -2.3
C -0.3 -0.1 -1.3
C 0.8 -1.2 -0.3
N -0.5 -3.7 3.6
C -1.8 2.6 1.0
C 0.2 1.1 -2.6
H 0.5 -0.5 -0.4
H 0.1 0.1 0.0
H -0.3 0.3 -0.5
H 0.7 0.5 0.6
H 0.5 -0.1 -0.2
H -0.1 0.3 -0.2
H 0.2 0.2 0.5
H 0.2 0.5 -0.4
H 0.2 -0.1 0.4
H 0.4 -0.1 0.4
H -0.5 -0.1 0.7
C 0.4 0.0 0.7
C -2.9 -0.9 -1.9
N 5.8 0.2 2.3
C 2.3 2.1 -1.7
C -1.7 -1.8 1.2
N -1.5 0.6 -4.1
C -1.3 -0.4 2.7
C -0.1 -0.2 -0.4
H 0.5 0.8 -0.1
H 0.1 -1.2 -0.1
H 0.1 0.5 0.4
H -0.2 0.0 -0.1
H 0.1 -0.2 0.0
H -0.1 0.2 -0.1
H -0.7 -0.3 0.4
H 0.1 0.0 0.2
H -0.5 0.4 0.0
H -0.3 0.5 0.3
H -0.6 -0.6 0.3

Summary:
Largest force on an atom: 6.3 eV Å⁻¹
Frontier orbital gap: 7.084 eV
Total charge: +8